C28H55N2O14PS5 | ωB97M-V/def2-TZVPD

Computed properties:
Total charge: -2
DFT total energy (eV): -125034.610
LUMO level (eV): 2.3
HOMO (eV): 1.43

Geometry (Å):
C 1.705 1.554 -1.705
C 1.068 2.819 -1.120
N 1.351 3.989 -1.943
C 0.216 4.945 -2.024
C -0.286 5.164 -3.455
C -1.784 4.930 -3.612
C -2.206 5.436 -4.995
O -2.411 6.673 -5.159
O -2.291 4.579 -5.909
P -2.807 5.828 -2.432
N -1.859 7.133 -1.714
O -2.891 4.833 -1.051
C 2.575 4.545 -1.680
C 2.923 5.911 -2.224
O 3.451 3.933 -1.059
H 1.231 0.675 -1.282
H 2.769 1.565 -1.489
H 1.570 1.575 -2.781
H 0.003 2.626 -1.085
H 1.378 2.952 -0.085
H 0.433 5.916 -1.595
H -0.622 4.550 -1.462
H -0.057 6.176 -3.818
H 0.230 4.491 -4.148
H -1.679 6.996 -0.725
H -2.375 7.984 -1.861
H -3.516 4.126 -1.231
H 3.095 5.896 -3.296
H 2.206 6.677 -1.963
H 3.853 6.212 -1.756
C -4.826 -0.362 0.913
C -5.038 -0.958 -0.486
C -5.197 0.213 -1.464
S -4.273 1.588 -0.755
O -5.207 2.631 -0.410
O -3.117 1.842 -1.558
C -3.784 0.738 0.746
H -4.497 -1.114 1.630
H -5.764 0.065 1.279
H -4.165 -1.554 -0.763
H -5.908 -1.616 -0.518
H -4.789 -0.012 -2.446
H -6.236 0.522 -1.556
H -3.762 1.439 1.572
H -2.794 0.321 0.579
C 0.131 -1.883 3.263
C 0.167 -1.278 4.675
C -0.371 0.157 4.573
S -1.505 0.166 3.179
O -0.967 1.020 2.157
O -2.858 0.318 3.665
C -1.242 -1.538 2.701
H 0.294 -2.957 3.277
H 0.911 -1.433 2.646
H -0.468 -1.860 5.342
H 1.172 -1.293 5.091
H -0.910 0.457 5.468
H 0.419 0.875 4.360
H -1.302 -1.626 1.618
H -2.022 -2.138 3.171
C 3.438 2.722 -7.523
C 3.928 2.659 -6.070
C 4.910 3.821 -5.866
S 4.412 5.105 -7.022
O 5.463 5.289 -7.998
O 3.862 6.218 -6.296
C 3.078 4.182 -7.777
H 2.583 2.068 -7.689
H 4.240 2.411 -8.199
H 3.078 2.774 -5.395
H 4.399 1.704 -5.842
H 4.865 4.219 -4.855
H 5.932 3.536 -6.108
H 3.012 4.439 -8.831
H 2.156 4.456 -7.264
C 1.412 -7.003 2.418
C 1.200 -7.564 1.004
C 1.063 -6.366 0.056
S 1.997 -5.024 0.804
O 1.083 -3.972 1.169
O 3.171 -4.757 0.013
C 2.467 -5.913 2.282
H 1.727 -7.779 3.116
H 0.488 -6.577 2.785
H 2.065 -8.166 0.715
H 0.323 -8.207 0.952
H 1.471 -6.572 -0.930
H 0.029 -6.037 -0.033
H 2.494 -5.228 3.127
H 3.457 -6.337 2.109
C -1.898 -6.693 6.766
C -0.625 -7.051 7.544
C 0.567 -6.496 6.756
S -0.051 -5.074 5.853
O 0.011 -5.355 4.438
O 0.511 -3.869 6.408
C -1.752 -5.224 6.385
H -2.796 -6.863 7.359
H -1.966 -7.308 5.866
H -0.661 -6.586 8.531
H -0.529 -8.126 7.691
H 1.377 -6.174 7.407
H 0.939 -7.215 6.028
H -2.415 -4.915 5.578
H -1.884 -4.576 7.250